ORCA calculation (wB97M-V/def2-TZVPD) on a structure of composition C40H62O20 at a distorted geometry.

CARTESIAN COORDINATES (ANGSTROEM)
1 O 0.39170 -0.57175 2.72569
2 O -6.43222 0.97911 0.60716
3 H 2.36165 1.78531 -0.45394
4 H 1.51950 2.57834 -4.14021
5 O -1.94823 0.17941 -3.26982
6 C 0.28247 1.21878 4.03323
7 C -1.07167 -0.49304 -0.79218
8 H 1.89405 5.91213 0.21346
9 H -0.12875 1.69246 0.87247
10 H -2.30838 1.35746 0.60798
11 C 4.21815 -1.01581 -0.18227
12 C -4.45281 -2.81150 1.50567
13 H 0.55096 0.53626 6.03989
14 H -0.59937 2.99689 -3.67097
15 H -2.16123 2.56189 -2.98442
16 O -2.32011 -3.42469 1.84288
17 O -1.86754 -1.25572 -1.33833
18 C 2.60875 1.44258 3.84495
19 H -5.34053 -2.80547 2.13813
20 H -5.40623 1.60892 -1.84500
21 C -5.25946 0.86419 0.15158
22 C 0.99892 0.06235 -0.00153
23 C 2.81819 3.28832 1.41465
24 H -4.91894 -0.73488 0.84632
25 H 1.31642 -0.92737 0.32674
26 H -0.07296 2.10832 4.55331
27 C 0.26035 -0.04743 -1.31110
28 H -0.56626 0.69474 3.59375
29 O -4.98576 -4.80888 0.29066
30 C 1.83291 4.88212 -0.13789
31 H 3.63350 3.69575 -0.60419
32 C -4.59701 -3.64843 0.31285
33 H 0.80253 -0.67136 4.78252
34 H 1.84779 0.74308 -0.06595
35 O 2.52557 -1.17908 2.45699
36 C 0.61745 3.42583 -2.52972
37 H -2.69178 0.37322 -1.89117
38 H 1.32827 2.69362 2.73615
39 O -3.89935 -3.11525 -0.63188
40 H 0.67915 -2.88248 0.86166
41 H 5.14074 -1.38309 0.26721
42 O 2.33953 0.75252 4.97704
43 C -4.10945 -1.45138 0.98574
44 C 1.17276 -1.42582 2.35528
45 C 4.43658 0.03841 -1.24079
46 C -2.99228 0.60540 0.21452
47 H 1.59077 0.88857 -1.69374
48 C 0.95564 -2.86473 1.91586
49 C -0.10433 -2.97549 -0.73592
50 C 1.30982 3.10937 1.13251
51 C -0.06687 0.60709 0.95154
52 O -0.35902 4.10489 -2.78711
53 C 4.15177 1.29009 -0.44556
54 H 0.17401 -3.34680 2.50302
55 H 3.44675 3.21550 -1.85776
56 C -0.83429 0.86646 -3.24541
57 C 2.32045 -3.53684 2.27966
58 C -1.81253 -4.51232 -0.39370
59 H -1.20334 -1.74760 -2.65669
60 O 0.78401 4.04141 0.30574
61 H 3.91547 4.91245 0.55897
62 O 0.67316 2.65120 -1.45446
63 C -3.38451 -1.66180 -2.83914
64 H -4.20556 -1.11009 -3.29694
65 H -3.51367 -1.61840 -1.75769
66 H 3.73649 -0.02362 -2.07394
67 O 0.51531 2.25028 1.57903
68 H -5.13636 -0.15068 -1.73283
69 H 1.86626 5.00844 -1.22003
70 H -0.80680 -4.27277 -2.32241
71 H -3.58918 -2.72185 -2.98920
72 H 2.50109 -4.26246 1.48660
73 H -1.36845 -5.49247 -0.21990
74 H -2.68096 -0.43905 0.23144
75 C 3.14622 4.21944 0.21825
76 H 3.34174 2.33345 1.36767
77 O -1.27689 -0.00591 0.42621
78 H 3.46391 -0.53838 1.88492
79 O -4.21150 0.86900 0.92551
80 H -3.86101 -1.04966 -1.10821
81 C -3.50704 -1.78552 -0.38619
82 C 2.82000 2.51549 -2.41025
83 C 0.96232 0.37481 5.04349
84 C -1.63986 -3.57698 0.80746
85 H -2.99089 1.93670 -1.39930
86 H 2.21061 -0.56466 0.62465
87 H 3.66470 -1.87161 -0.56879
88 H -0.73294 2.54882 -1.97146
89 H 1.49299 0.96245 2.19218
90 O 0.36278 0.48971 -3.32340
91 H -1.81011 -1.57414 -4.25668
92 H -1.84194 -2.90898 -1.90290
93 C -3.34022 0.92203 -1.20821
94 C -4.86517 0.82125 -1.32064
95 H 3.50064 1.73210 -2.74361
96 H 2.29740 -4.03091 3.25098
97 C 1.38065 1.64628 3.03353
98 O -0.57509 -2.85138 0.62056
99 H 0.13230 0.89484 -1.84387
100 H 3.00574 3.74296 2.38741
101 H -3.40453 -0.94194 1.64275
102 C 3.23874 -0.28125 0.84989
103 H -2.86701 -4.71409 -0.58198
104 C 1.83732 3.22867 -3.32525
105 H -3.63337 -3.25290 2.07292
106 H 3.90551 -2.24208 1.37462
107 C -1.98464 -1.24960 -3.23086
108 H 2.32538 4.09609 -3.76964
109 C -1.09768 2.32348 -2.97360
110 C 1.86953 1.90588 -1.41901
111 H 0.17607 -2.00578 -1.14717
112 H -2.41811 -1.80585 -0.34261
113 O 3.69390 1.95216 3.64742
114 C -1.18615 -3.67677 -1.49237
115 O 3.45662 1.06844 0.60457
116 C 3.28303 -2.33832 2.26420
117 H 5.42829 -0.01743 -1.68967
118 O 4.43637 2.44792 -0.82305
119 H 0.63227 -0.78344 -2.02389
120 H 4.00249 -2.37061 3.08238
121 H 0.04185 0.33997 2.00270
122 H 0.81155 -3.56629 -0.75048

## Properties
Energy relative to the best compared isomer or geometry (same formula, charge and spin) = 1398.0 kcal per mole
HOMO = -8.00 eV
Orbital gap = 7.704 eV
Lowest unoccupied orbital energy = -0.30 eV

---

ORCA calculation (wB97M-V/def2-TZVPD) on a structure of composition C33H32CoN4O3PS2.

CARTESIAN COORDINATES (ANGSTROEM)
1 H -3.32047 0.13458 1.74815
2 H -1.76362 -3.97997 -5.13770
3 H 2.81187 -3.30779 0.96568
4 H -0.56006 5.65648 0.35664
5 C -3.43891 0.33791 0.68831
6 H -4.05095 0.69205 -1.87394
7 H -3.87355 1.33240 0.56415
8 C 0.28666 0.08736 2.43855
9 C -2.80852 1.02699 -3.59652
10 C -1.96684 0.55563 -1.41591
11 C 0.39279 -4.32650 3.09403
12 C 2.66910 -1.78964 -1.21479
13 H -0.47344 -0.06746 4.25531
14 C 4.68471 -2.81205 -2.02431
15 H 0.28129 -2.61540 -5.43291
16 C 0.73502 -2.78579 0.79179
17 H 4.33987 2.91575 -2.87033
18 H -1.66270 -3.71545 3.00413
19 H 1.71823 2.33842 3.77772
20 N -0.94016 0.01671 1.97129
21 C 1.59259 0.31626 4.52435
22 H 2.50191 -4.69896 2.96171
23 C 3.40934 -2.91961 -1.43139
24 C -0.68716 -3.65759 2.53922
25 H 0.56413 1.01285 -3.43076
26 H 2.15253 2.71886 -1.75042
27 H -3.63803 1.18370 -4.27361
28 C 1.82148 -3.42870 1.38160
29 H -1.44322 -3.54570 -0.90725
30 C 1.68658 1.82053 4.73714
31 C 1.64854 -4.20236 2.51861
32 H 5.27757 -3.70307 -2.18358
33 N -0.70713 0.62952 -1.87275
34 C -0.51682 -2.88602 1.39945
35 C 5.15930 -1.59116 -2.41545
36 C 2.75576 1.82578 -1.88568
37 N -0.98840 0.21279 0.63454
38 Co 0.62150 0.45712 -0.42092
39 H 5.79469 0.95116 -3.16718
40 H 2.58622 2.06941 5.30184
41 O -1.82005 3.19493 -0.24077
42 H 2.46967 -0.05375 3.99383
43 H 0.12499 5.01780 -1.16502
44 H 0.82044 2.18751 5.28987
45 H 0.26079 -4.92486 3.98634
46 H -1.35635 -2.32639 1.01518
47 H 1.11485 5.03196 0.32763
48 C 4.82816 0.85876 -2.68699
49 H 3.01883 -3.89666 -1.17049
50 P 0.95941 -1.71155 -0.65776
51 C -3.04505 0.74144 -2.26415
52 H 1.44711 -1.70113 -3.47762
53 C -1.25185 -3.57267 -4.27537
54 C -0.10636 -2.80724 -4.44069
55 C 0.54961 -2.28856 -3.33586
56 O -0.43205 3.20284 1.78312
57 C 3.13294 -0.51156 -1.60404
58 H -1.28095 1.37068 -5.07841
59 H 1.55332 -0.20977 5.47926
60 C 4.39529 -0.41297 -2.23598
61 H -4.11651 -0.39579 0.24616
62 C -0.47792 0.92913 -3.14585
63 C -1.06929 -3.30903 -1.88950
64 C -2.10893 0.31928 0.02270
65 C 4.01632 1.94229 -2.52092
66 C 2.29627 0.62819 -1.40475
67 C 0.07393 -2.52794 -2.04378
68 H 6.13197 -1.51231 -2.88697
69 O 0.49074 2.42977 -0.34361
70 C 0.11427 4.92469 -0.08243
71 N 0.41163 -0.07307 3.76960
72 S -0.49547 3.31980 0.34492
73 S 1.72421 0.36394 1.48283
74 C -1.72660 -3.82654 -2.99925
75 C -1.50591 1.13185 -4.04919
76 H -2.60933 -4.43712 -2.85969

## Properties
Energy relative to the best compared isomer or geometry (same formula, charge and spin) = 0.0 kcal per mole
HOMO = -7.63 eV
Orbital gap = 7.579 eV
Lowest unoccupied orbital energy = -0.05 eV

---

ORCA calculation (wB97M-V/def2-TZVPD) on a structure of composition C39H30Br2N5O8Ti at a distorted geometry.

CARTESIAN COORDINATES (ANGSTROEM)
1 C 0.32952 -2.49924 -1.94653
2 H 2.34064 -4.00380 1.41620
3 C -0.49194 -5.68031 0.66341
4 H -4.66564 0.66490 -0.67122
5 H 4.14876 2.02647 3.93765
6 C -2.12743 5.13301 -0.99813
7 H 1.53189 -6.28319 1.05972
8 C -1.19872 -2.90268 -3.75266
9 C 3.07431 0.35236 3.13318
10 H -0.67759 -7.95034 1.77853
11 C 3.49589 1.67409 3.15444
12 C 0.84217 -5.45442 0.99203
13 C 0.41286 -3.08464 1.07529
14 C -0.75728 6.98088 -1.71354
15 C -1.96621 -1.85569 -3.26473
16 H -3.08604 4.74728 -0.68888
17 H 3.43762 -2.05782 0.33991
18 C 1.73856 -1.43690 2.05063
19 C -1.99312 6.47215 -1.31826
20 C -0.03520 -3.23083 -3.07175
21 O -2.45512 2.56146 -0.51487
22 H -0.65551 8.03101 -1.93994
23 H -2.87920 -1.56245 -3.76158
24 H 5.89708 -0.77732 -2.91358
25 C 4.96955 -0.76267 -2.36365
26 N 2.57042 -0.71900 -0.95420
27 Br 1.21161 0.97251 -2.63555
28 C -4.58542 2.40707 2.27637
29 C -2.29359 1.62316 1.71373
30 H -4.33212 4.17432 4.06803
31 C -4.27041 1.21128 0.16763
32 H -1.49859 -3.44057 -4.63967
33 O -0.25595 2.09680 -0.41168
34 C -5.66065 3.09079 3.11169
35 H -3.15932 0.28773 -2.10260
36 H 1.85057 2.67910 0.37599
37 C -1.17795 2.89890 -0.65608
38 C -0.94467 -3.31544 0.80484
39 O -0.54030 0.18632 1.78839
40 C 5.90715 -2.45785 -0.76234
41 C 4.81855 -1.55729 -1.22583
42 O -1.82548 0.41822 2.26675
43 C 3.92348 0.03331 -2.79594
44 H -1.44175 2.32982 1.68283
45 C -1.38487 -4.60737 0.60588
46 H -2.91026 2.55269 3.58894
47 O -0.88837 -8.08734 0.84346
48 C 1.29311 -4.16642 1.20617
49 H 4.00291 0.64312 -3.68188
50 H 5.56488 -3.49016 -0.70821
51 H 6.25006 -2.17643 0.23138
52 C -1.54280 -1.18373 -2.11657
53 N 1.77623 0.77036 1.15242
54 N -2.02651 0.26340 -0.33791
55 Ti 0.06965 -0.08138 0.18526
56 C -5.07500 1.76512 1.06910
57 H -1.63388 -2.46934 0.79840
58 H -6.15127 1.71307 0.97419
59 H 3.39599 -0.34320 3.89324
60 C 3.59947 -1.47315 -0.55690
61 H 0.58195 -4.04760 -3.40759
62 N 0.85600 -1.76621 1.17508
63 O -1.21270 -7.01879 -1.07843
64 C 0.33816 6.13438 -1.81332
65 C -1.01218 4.28438 -1.07521
66 O -6.80477 2.81314 2.92420
67 H 1.07101 4.12594 -1.57836
68 C 0.22646 4.79368 -1.49148
69 H 3.37016 3.55502 2.12401
70 C 2.75470 -0.00812 -2.05946
71 H -2.42074 -4.81561 0.39043
72 H 6.75474 -2.41297 -1.43947
73 C -0.91787 -7.01737 0.08280
74 C 3.06342 2.52171 2.14607
75 C -2.33227 -0.12806 -1.52153
76 H 1.28483 6.53928 -2.13642
77 N -0.38821 -1.48184 -1.46622
78 Br -3.51138 7.61296 -1.19464
79 H 2.13302 -2.15781 2.77087
80 C 2.20441 2.02766 1.16885
81 H 1.24114 -2.75149 -1.41857
82 C -3.30910 2.25189 2.63267
83 C 2.21198 -0.07006 2.12161
84 C -2.77111 1.37742 0.24327
85 O -5.27641 3.98872 3.99981

## Properties
HOMO = -15.67 eV
Orbital gap = 5.170 eV
Lowest unoccupied orbital energy = -10.50 eV
Net charge = +3

---

ORCA calculation (wB97M-V/def2-TZVPD) on the molecule C4H7NO2.

CARTESIAN COORDINATES (ANGSTROEM)
1 O 0.38293 -1.11900 -1.38886
2 N 0.72705 0.14376 -0.97332
3 C -0.56801 -1.78202 -0.65877
4 O -1.30162 0.93846 -0.23271
5 H 1.43104 1.09531 1.19407
6 H -1.03235 -2.45790 -1.36171
7 C 0.76504 1.80295 0.68950
8 H -1.86971 -2.20967 0.88042
9 H -0.54234 -1.01713 1.35464
10 H 1.56367 0.45292 -1.44253
11 C -0.96989 -1.67043 0.60229
12 C -0.09095 0.99401 -0.26054
13 H 0.12036 2.28619 1.41908
14 H 1.38477 2.54255 0.17843

## Properties
Energy relative to the best compared isomer or geometry (same formula, charge and spin) = 85.6 kcal per mole
HOMO = -8.75 eV
Orbital gap = 9.559 eV
SMILES = C=CONC(C)=O
Lowest unoccupied orbital energy = 0.81 eV

---

ORCA calculation (wB97M-V/def2-TZVPD) on a cluster of 2 separate species, C4H10NO in total at a distorted geometry.

CARTESIAN COORDINATES (ANGSTROEM)
1 H 3.05172 -1.13857 -0.46367
2 C 0.32654 0.21894 -0.50777
3 H 3.23316 0.06408 0.78602
4 H -1.79477 -1.09070 -1.27880
5 H -1.45455 -0.63103 2.59237
6 C 2.49552 -0.52273 0.25048
7 C -2.06764 -0.08235 -0.95338
8 N -0.80355 0.74002 -0.84089
9 H -0.89855 0.05279 1.33044
10 H -2.57785 -0.08777 0.01234
11 O -1.56011 0.14696 2.02869
12 H -2.58298 0.44206 -1.76224
13 H -1.11111 1.59486 -0.36028
14 H 1.91644 -1.16669 0.90649
15 C 1.61064 0.37277 -0.59465
16 H 2.21710 1.08736 -1.14516

## Properties
Energy relative to the best compared isomer or geometry (same formula, charge and spin) = 82.1 kcal per mole
HOMO = -15.48 eV
Orbital gap = 8.913 eV
Lowest unoccupied orbital energy = -6.57 eV
Net charge = +1